[1]
# C5H14N2O

One molecule with the formula C5H14N2O in a non-equilibrium geometry (ωB97M-V with the def2-TZVPD basis set, the Open Molecules 2025 dataset).

Each line ends with the Mulliken charge.
Positions of all 22 atoms, in Å:
C: -0.40 2.06 -1.10  -0.481
H: 2.01 -0.60 -0.77  0.248
H: -0.85 2.22 -2.11  0.271
H: -0.16 3.89 0.17  0.194
C: -1.05 1.09 -0.12  -0.470
H: 2.26 -1.65 0.63  0.377
C: 0.02 -1.15 0.24  0.767
H: 1.98 -3.26 -0.52  0.314
H: -1.48 -2.03 1.55  0.356
H: 0.00 -1.81 2.30  0.369
H: 0.64 1.84 -1.21  0.348
C: -0.41 -2.11 1.32  -1.688
H: -1.58 1.63 0.69  0.379
H: -0.51 -1.49 -0.65  0.214
C: 1.53 -1.37 -0.14  -0.714
N: -0.59 3.47 -0.64  -0.630
H: -0.28 -3.21 1.20  0.362
H: 0.83 0.68 0.76  0.288
O: 1.46 -2.58 -0.96  -0.566
H: -1.73 0.44 -0.70  0.284
H: -1.59 3.65 -0.60  0.215
N: -0.09 0.26 0.66  -0.436

Calculated values
ΔE to the lowest compared entry with this formula, charge and spin	70.44	kcal per mole
DFT total energy	-383.588445	a.u.
multiplicity	1
SMILES	C[C@H](CO)NCCN

=====

[2]
# C5H14N2O

A 2-piece molecular cluster, C5H14N2O overall in a non-equilibrium geometry (ωB97M-V with the def2-TZVPD basis set, the Open Molecules 2025 dataset).

Each line ends with the Mulliken charge.
Positions of all 22 atoms, in Å:
H: 1.94 -0.66 -1.00  0.264
H: 1.98 -0.29 1.24  0.192
H: -0.42 -2.94 0.22  0.262
H: -1.01 -0.97 1.43  0.290
H: -1.70 3.22 0.21  0.274
C: -0.22 -0.47 -0.78  0.744
H: -2.41 1.87 -0.66  0.259
H: 0.36 -2.93 1.67  0.246
C: -1.54 2.53 -0.62  -0.883
H: 0.71 0.64 2.06  0.430
H: 1.08 -0.02 -2.40  0.425
C: 1.03 -0.38 1.78  -1.131
C: -0.03 -1.04 0.92  0.154
H: -1.51 3.08 -1.56  0.343
N: 0.30 -2.46 0.76  -0.699
H: 0.97 -1.75 -2.00  0.326
N: -0.32 1.75 -0.42  -0.442
O: -1.34 -0.61 -1.26  -0.623
C: 1.02 -0.74 -1.58  -1.321
H: -0.47 1.09 0.42  0.198
H: 1.20 -0.90 2.73  0.408
H: 0.36 1.98 -1.14  0.283

Calculated values
ΔE to the lowest compared entry with this formula, charge and spin	85.55	kcal per mole
DFT total energy	-383.564379	a.u.
multiplicity	1
SMILES	CC(=O)[C@H](C)N.CN

=====

[3]
# C5H14N2O

C5H14N2O as an isolated structure in a non-equilibrium geometry (ωB97M-V with the def2-TZVPD basis set, the Open Molecules 2025 dataset).

Each line ends with the Mulliken charge.
Positions of all 22 atoms, in Å:
H: 2.47 -0.42 -1.59  0.313
C: -1.17 1.24 -1.34  -0.399
C: -2.06 -0.55 -1.27  -1.329
H: -2.05 1.75 -1.74  0.388
C: 1.83 0.06 0.31  -0.843
H: 1.03 -0.62 3.32  0.340
H: 0.81 0.49 -1.63  0.396
H: -0.92 -0.78 0.00  0.112
C: 1.02 0.24 2.65  -1.406
O: -0.12 1.24 -2.10  -0.728
H: -0.79 -1.22 1.70  0.265
H: -1.01 1.40 -0.27  0.272
H: 0.17 0.88 2.93  0.336
H: 1.94 0.81 2.79  0.341
H: 2.63 0.75 0.47  0.310
H: 1.12 -1.24 -1.06  0.366
N: 1.60 -0.34 -1.07  -0.294
C: 0.87 -0.22 1.23  0.951
N: -0.21 -1.01 0.91  -0.559
H: -3.00 -0.27 -0.78  0.282
H: -2.27 -0.55 -2.34  0.454
H: -1.87 -1.62 -1.14  0.433

Calculated values
ΔE to the lowest compared entry with this formula, charge and spin	106.48	kcal per mole
DFT total energy	-383.531011	a.u.
multiplicity	1

=====

[4]
# C5H14N2O

A 2-piece molecular cluster, C5H14N2O overall in a non-equilibrium geometry (ωB97M-V with the def2-TZVPD basis set, the Open Molecules 2025 dataset).

Each line ends with the Mulliken charge.
Positions of all 22 atoms, in Å:
N: 2.02 -0.81 -1.28  -0.468
H: 2.37 2.12 -0.54  0.319
H: -1.64 0.26 -2.00  0.329
H: 2.89 -1.22 -0.99  0.210
H: 0.01 0.10 -2.54  0.445
C: -1.52 0.32 1.48  -0.267
H: 1.42 -1.07 0.70  0.354
N: -0.98 0.14 2.88  -0.657
H: -1.01 1.20 1.07  0.188
H: 1.78 -0.83 -2.25  0.126
C: -0.27 -0.67 -0.53  0.526
H: -2.16 -1.37 0.17  0.359
H: -0.28 0.85 3.01  0.249
H: 1.30 3.21 -0.31  0.315
H: -0.78 -1.68 1.19  0.323
C: -0.75 -0.38 -1.93  -1.461
O: 2.14 3.03 -0.76  -0.652
H: -0.50 -0.75 2.98  0.249
C: -1.26 -0.88 0.59  -0.734
C: 1.03 -0.85 -0.29  -0.313
H: -2.56 0.59 1.63  0.266
H: -1.23 -1.31 -2.27  0.293

Calculated values
ΔE to the lowest compared entry with this formula, charge and spin	53.58	kcal per mole
DFT total energy	-383.615314	a.u.
multiplicity	1
SMILES	C/C(=C\N)CCN.O

=====

[5]
# C5H14N2O

A 2-piece molecular cluster, C5H14N2O overall in a non-equilibrium geometry (ωB97M-V with the def2-TZVPD basis set, the Open Molecules 2025 dataset).

Each line ends with the Mulliken spin population.
Positions of all 22 atoms, in Å:
H: -1.97 -1.63 1.54  -0.005
C: -0.59 -0.67 0.32  -0.056
H: -1.39 -0.25 -0.32  0.032
C: 0.12 -1.76 -0.41  0.105
H: -0.26 -2.23 -2.23  0.023
C: -1.17 -1.04 1.68  0.000
N: 0.26 0.57 0.57  0.827
H: 2.64 0.74 0.13  -0.008
C: 0.74 1.33 -0.62  0.020
N: 0.20 -1.43 -1.80  -0.959
H: -1.39 -0.13 2.21  -0.002
H: 0.52 2.46 -0.36  0.001
H: 0.08 0.98 -1.45  0.026
H: 2.47 0.46 -1.64  0.001
H: -0.58 -1.66 2.42  0.003
O: -1.95 2.04 0.71  1.021
C: 2.23 1.10 -0.82  0.061
H: -0.46 1.23 0.96  -0.011
H: -0.53 -2.61 -0.20  0.009
H: 2.59 2.14 -1.03  -0.002
H: -2.78 2.16 0.31  -0.016
H: 1.22 -1.79 0.04  -0.071

Calculated values
net charge	+1
ΔE to the lowest compared entry with this formula, charge and spin	152.63	kcal per mole
expectation value of S²	1.754
DFT total energy	-383.132395	a.u.
multiplicity	2

=====

[6]
# C5H14N2O2

A 2-piece molecular cluster, C5H14N2O2 overall in a non-equilibrium geometry (ωB97M-V with the def2-TZVPD basis set, the Open Molecules 2025 dataset).

Each line ends with the Mulliken charge.
Positions of all 23 atoms, in Å:
H: 2.95 -1.27 -1.48  0.349
H: 1.88 -2.41 -0.70  0.357
C: -2.33 1.42 0.40  -0.515
H: -3.33 1.23 0.02  0.327
C: -0.51 0.40 -1.16  0.310
H: -0.06 0.33 0.87  0.286
O: -1.21 -0.38 2.72  -0.614
N: 1.67 -0.33 -0.18  -0.197
H: -0.48 -0.54 3.33  0.290
H: 1.95 0.34 1.68  0.329
C: 0.23 -0.26 0.00  -0.226
N: -1.45 1.31 -0.79  -0.235
H: -1.93 0.00 3.24  0.284
C: 1.93 -1.42 -1.14  -1.010
H: -0.19 -1.26 0.22  0.254
H: 1.94 -1.55 1.55  0.319
H: -2.15 0.68 1.17  0.075
O: -0.33 0.11 -2.33  -0.664
C: 2.22 -0.57 1.15  -0.953
H: 3.31 -0.56 1.06  0.344
H: -2.18 2.44 0.74  0.275
H: 1.29 -1.27 -2.01  0.328
H: -1.86 1.82 -1.56  0.287

Calculated values
ΔE to the lowest compared entry with this formula, charge and spin	43.93	kcal per mole
DFT total energy	-458.867594	a.u.
multiplicity	1
SMILES	CNC(=O)CN(C)C.O

=====

[7]
# C5H14N2O3

A 2-piece molecular cluster, C5H14N2O3 overall in a non-equilibrium geometry (ωB97M-V with the def2-TZVPD basis set, the Open Molecules 2025 dataset).

Each line ends with the Mulliken charge.
Positions of all 24 atoms, in Å:
O: -0.47 1.28 0.92  -0.257
H: -0.11 0.80 -1.82  0.291
H: -1.69 1.26 2.42  0.244
O: -2.66 -0.48 -1.27  -0.669
C: 1.67 2.36 1.10  -1.401
C: -0.08 -0.18 -2.30  -0.934
N: -0.44 -1.19 -1.33  0.181
O: -1.94 -2.01 0.19  -0.484
C: 0.55 -2.07 -0.75  -0.908
H: 1.50 -1.98 -1.28  0.302
C: -1.73 -1.13 -0.81  0.649
H: 0.69 -1.81 0.30  0.280
H: 0.92 -0.37 -2.70  0.334
H: 1.52 2.92 0.16  0.295
H: -2.84 -1.75 0.48  0.332
H: 1.39 0.46 0.16  0.100
C: 0.99 1.01 1.02  0.040
N: -1.26 0.52 1.87  -0.411
H: -0.62 0.02 2.48  0.257
H: 2.74 2.25 1.26  0.381
H: 0.20 -3.10 -0.80  0.314
H: 1.24 2.96 1.90  0.327
H: -0.80 -0.19 -3.12  0.292
H: 1.20 0.42 1.92  0.446

Calculated values
ΔE to the lowest compared entry with this formula, charge and spin	63.01	kcal per mole
DFT total energy	-534.078082	a.u.
multiplicity	1
SMILES	CN(C)C(=O)O.CCON

=====

[8]
# C5H14N2S

One molecule with the formula C5H14N2S (ωB97M-V with the def2-TZVPD basis set, the Open Molecules 2025 dataset).

Each line ends with the Mulliken charge.
Positions of all 22 atoms, in Å:
N: -1.07 1.10 0.55  -0.323
H: 1.42 -0.81 -0.76  0.522
C: 1.23 1.82 -0.14  -0.788
H: 0.70 2.37 -0.92  0.419
H: 1.91 3.64 0.54  0.207
S: -0.42 -3.01 -1.34  -0.235
H: -1.47 0.90 2.61  0.269
H: 2.14 1.37 -0.55  0.309
H: 0.91 -3.14 -1.42  0.095
N: 1.54 2.78 0.92  -0.476
H: -0.03 -0.15 -1.54  0.231
C: 0.34 0.70 0.37  0.109
H: -1.48 -1.33 -0.05  0.333
H: 2.21 2.40 1.58  0.194
C: 0.40 -0.48 -0.59  -1.007
H: -1.32 1.77 -0.17  0.264
H: -2.37 2.18 1.77  0.362
H: -0.70 2.41 2.22  0.317
C: -1.41 1.67 1.84  -0.922
H: 0.69 0.43 1.37  0.418
H: -0.17 -2.03 0.83  0.335
C: -0.45 -1.66 -0.15  -0.633

Calculated values
ΔE to the lowest compared entry with this formula, charge and spin	2.52	kcal per mole
DFT total energy	-706.586107	a.u.
multiplicity	1
SMILES	CN[C@H](CN)CCS

=====

[9]
# C5H14N2S

A 2-piece molecular cluster, C5H14N2S overall in a non-equilibrium geometry (ωB97M-V with the def2-TZVPD basis set, the Open Molecules 2025 dataset).

Each line ends with the Mulliken charge.
Positions of all 22 atoms, in Å:
C: 1.06 1.76 1.22  -1.481
H: 1.96 0.58 -0.40  -0.735
H: -2.49 -1.27 0.61  0.254
H: -4.11 -0.69 -0.98  0.281
H: 3.12 0.41 1.67  0.271
H: 0.80 -1.35 -0.42  0.330
C: 0.35 -0.53 0.26  -0.686
H: 1.57 2.58 0.74  0.339
C: -3.07 -0.58 -1.42  -1.042
N: -0.97 0.01 -0.17  -0.249
H: 3.01 -0.50 0.46  0.305
H: -3.03 0.47 -1.29  0.318
H: -0.89 0.46 -1.06  0.227
H: 0.06 1.98 1.13  0.404
N: 2.42 -0.20 1.25  -0.636
S: 3.44 -0.02 -1.89  -0.070
H: -2.70 -1.19 -2.34  0.299
C: -1.94 -1.04 -0.39  -0.344
H: 0.18 -0.95 1.22  0.335
H: 1.34 1.51 2.15  0.418
H: -1.55 -2.00 -0.83  0.281
C: 1.46 0.57 0.48  1.184

Calculated values
ΔE to the lowest compared entry with this formula, charge and spin	139.93	kcal per mole
DFT total energy	-706.367136	a.u.
multiplicity	1

=====

[10]
# C5H14N2S

One molecule with the formula C5H14N2S in a non-equilibrium geometry (ωB97M-V with the def2-TZVPD basis set, the Open Molecules 2025 dataset).

Each line ends with the Mulliken charge.
Positions of all 22 atoms, in Å:
H: 0.88 0.45 1.99  0.331
H: -0.24 -3.02 1.47  0.342
H: 2.36 2.49 1.12  0.205
N: -1.41 -1.07 -2.16  -0.505
H: 0.82 -1.12 -2.70  0.276
S: 0.98 -1.53 0.09  -0.147
C: 1.16 2.47 1.54  -0.775
H: 1.51 2.95 2.47  0.334
C: -0.20 0.69 0.28  -0.954
C: -0.64 -2.11 0.95  -0.819
H: -1.40 -2.51 0.16  0.163
H: 1.70 0.46 -0.56  0.266
H: -0.22 0.45 -2.68  0.401
H: 0.63 3.45 1.10  0.257
H: -2.25 -0.25 -2.13  0.237
N: 0.28 1.28 1.48  -0.282
H: -1.06 -1.48 1.76  0.397
H: -1.09 1.40 -0.28  0.274
H: -1.65 -2.16 -1.81  0.200
H: -0.73 -0.25 0.90  0.031
C: 0.60 -0.11 -0.78  0.630
C: 0.00 -0.47 -2.20  -0.862

Calculated values
ΔE to the lowest compared entry with this formula, charge and spin	137.72	kcal per mole
DFT total energy	-706.370649	a.u.
multiplicity	1
SMILES	CNC[C@H](CN)SC

=====

[11]
# C5H14N3

A 2-piece molecular cluster, C5H14N3 overall (ωB97M-V with the def2-TZVPD basis set, the Open Molecules 2025 dataset).

Each line ends with the Mulliken charge.
Positions of all 22 atoms, in Å:
H: -0.05 2.64 1.48  0.226
H: 1.98 2.27 2.89  0.324
H: -2.20 1.55 1.22  0.248
H: 2.28 2.11 1.16  0.289
C: 0.49 -1.74 -0.16  -0.966
H: -1.81 -1.20 -3.21  0.206
C: -0.49 0.74 1.92  0.156
N: -0.87 -1.55 -3.35  -0.588
H: 0.15 -2.02 0.82  0.385
C: -0.30 -1.15 -1.04  0.175
H: 1.49 -2.06 -0.45  0.228
H: 2.05 0.64 2.16  0.300
C: 1.76 1.68 2.01  -0.726
H: 1.07 -1.29 -2.66  0.344
N: 0.32 1.73 1.74  -0.129
N: -1.81 0.80 1.77  -0.391
H: -0.64 -1.35 -4.32  0.240
H: -2.29 -0.08 1.66  0.299
C: 0.08 -0.88 -2.47  -0.387
H: -1.30 -0.85 -0.75  0.194
H: -0.05 -0.21 2.21  0.369
H: 0.15 0.21 -2.64  0.205

Calculated values
net charge	+1
ΔE to the lowest compared entry with this formula, charge and spin	43.53	kcal per mole
DFT total energy	-362.909799	a.u.
multiplicity	1